The following is a DFT calculation (wB97M-V/def2-TZVPD) of a gas-phase ion, C5H10N4O2 (charge +2) in a non-equilibrium geometry.

Last column: Löwdin charge in e.
Cartesian coordinates (Å):
C -2.017 -0.137 -1.001  -0.365
C 2.166 -0.208 0.695  -0.364
C -0.826 1.621 -0.246  0.056
C 0.187 0.002 1.723  0.012
C -0.046 0.185 0.207  -0.278
N -0.977 -0.740 -0.403  0.207
N 1.301 0.072 -0.295  0.214
N 3.444 -0.427 0.575  0.302
N -3.009 -0.729 -1.604  0.300
O -1.969 1.162 -0.937  0.113
O 1.582 -0.258 1.857  0.127
H -1.130 2.203 0.625  0.148
H -0.200 2.213 -0.916  0.149
H -0.052 0.894 2.312  0.158
H -0.363 -0.846 2.145  0.161
H -0.869 -1.743 -0.350  0.193
H 1.550 0.169 -1.268  0.192
H 3.934 -0.408 -0.309  0.164
H 3.992 -0.635 1.404  0.173
H -3.106 -1.732 -1.670  0.164
H -3.742 -0.163 -2.021  0.173

## Properties
- Net charge: +2
- Max |F|: 2.62 eV/Å
- SMILES: [NH2+]=C1NC2(CO1)COC(=[NH2+])N2
- Relative energy (zero: lowest compared OMol25 entry of this formula, charge and spin): 0.0000 eV
- Orbital gap: 12.68 eV

The following is a DFT calculation (wB97M-V/def2-TZVPD) of 4 unconnected molecules or ions with the total composition C5H10N4O2S in a non-equilibrium geometry.

Last column: Löwdin charge in e.
Cartesian coordinates (Å):
C 15.432 -1.639 -1.288  -0.079
C -17.134 -1.693 0.276  -0.155
C -17.901 -1.805 1.471  0.068
C 15.784 -3.185 2.025  0.492
C -15.746 0.698 -0.594  -0.353
N 16.121 0.444 -0.966  0.018
N 16.327 -0.175 0.110  0.000
N 15.530 -0.367 -1.801  0.030
N 15.802 -1.432 -0.017  0.003
O -16.913 -2.177 -0.729  0.322
O -15.957 -0.139 0.497  -0.504
S -14.280 -0.199 0.059  1.017
H 14.802 -2.444 -1.671  0.138
H -18.610 -1.065 1.534  0.093
H -17.283 -1.735 2.400  0.150
H -18.352 -2.849 1.401  0.168
H 16.802 -3.309 2.478  0.105
H 15.056 -2.657 2.632  0.070
H 15.406 -3.509 1.060  0.035
H -15.815 1.819 -0.306  0.144
H -16.151 0.485 -1.489  0.052
H 15.365 -0.087 -2.787  0.189

## Properties
- Net charge: +2
- Max |F|: 5.52 eV/Å
- Relative energy (zero: lowest compared OMol25 entry of this formula, charge and spin): 0.8198 eV
- Orbital gap: 6.23 eV

The following is a DFT calculation (wB97M-V/def2-TZVPD) of a gas-phase ion, C5H10NO (charge -1) in a non-equilibrium geometry.

Last column: Löwdin charge in e.
Cartesian coordinates (Å):
C 2.102 1.223 0.965  -0.575
O 2.641 2.391 0.554  -0.400
C 1.028 0.689 -0.048  -0.263
C 0.339 -0.634 0.235  -0.207
C -0.600 -0.867 -0.993  -0.245
C -2.852 -0.781 -0.195  -0.092
N -1.834 -1.498 -0.481  -0.082
H 2.880 0.392 1.123  0.082
H 1.504 1.452 1.879  0.071
H 1.483 0.706 -1.051  0.103
H 0.338 1.536 -0.040  0.092
H -0.267 -0.724 1.146  0.100
H 1.088 -1.435 0.299  0.098
H -0.425 -1.606 -1.804  0.108
H -0.854 0.114 -1.422  0.093
H -2.719 0.250 0.127  0.069
H -3.851 -1.209 -0.294  0.050

## Properties
- Net charge: -1
- Max |F|: 2.45 eV/Å
- SMILES: C=NCCCC[O-]
- Relative energy (zero: lowest compared OMol25 entry of this formula, charge and spin): 1.7153 eV
- Orbital gap: 5.61 eV

The following is a DFT calculation (wB97M-V/def2-TZVPD) of a gas-phase ion, C5H10NO (charge -1) in a non-equilibrium geometry.

Last column: Löwdin charge in e.
Cartesian coordinates (Å):
C 2.160 -0.436 0.129  -0.514
O 3.212 0.020 -0.590  -0.364
C 0.613 0.093 -0.291  -0.382
C -0.417 -0.322 0.679  -0.257
C -1.807 0.104 0.376  -0.210
C -2.706 -0.585 -0.338  -0.047
N 0.689 1.633 -0.473  -0.016
H 2.239 -0.462 1.287  0.077
H 1.937 -1.611 -0.029  0.077
H 0.443 -0.374 -1.328  0.139
H -0.389 -1.408 0.753  0.115
H -0.309 0.201 1.588  0.089
H -2.003 1.140 0.372  0.068
H -3.204 -1.545 -0.067  0.047
H -3.116 0.048 -1.194  0.058
H 1.232 1.809 0.386  0.045
H 1.427 1.694 -1.260  0.075

## Properties
- Net charge: -1
- Max |F|: 3.83 eV/Å
- SMILES: C=CC[C@@H](N)C[O-]
- Relative energy (zero: lowest compared OMol25 entry of this formula, charge and spin): 2.5955 eV
- Orbital gap: 6.58 eV

The following is a DFT calculation (wB97M-V/def2-TZVPD) of a gas-phase ion, C5H10NO (charge -1) in a non-equilibrium geometry.

Last column: Löwdin charge in e.
Cartesian coordinates (Å):
C -0.123 2.301 -0.880  -0.582
O 0.785 3.254 -0.858  -0.345
C 0.197 1.141 0.189  -0.221
C -0.696 -0.081 -0.062  -0.214
C -0.212 -1.472 0.318  -0.416
C 0.178 -2.385 -0.586  -0.004
N 0.260 -1.514 1.655  0.056
H -0.375 1.688 -1.787  0.065
H -1.165 2.651 -0.577  0.076
H 0.098 1.501 1.222  0.085
H 1.281 0.972 0.112  0.095
H -1.611 0.235 0.467  0.110
H -0.979 -0.176 -1.114  0.089
H 0.773 -3.191 -0.158  0.036
H 0.066 -2.321 -1.654  0.038
H 1.126 -2.028 1.708  0.069
H 0.395 -0.574 2.006  0.062

## Properties
- Net charge: -1
- Max |F|: 2.60 eV/Å
- SMILES: C=C(N)CCC[O-]
- Relative energy (zero: lowest compared OMol25 entry of this formula, charge and spin): 0.7185 eV
- Orbital gap: 6.19 eV

The following is a DFT calculation (wB97M-V/def2-TZVPD) of a gas-phase ion, C5H10NO (charge -1) in a non-equilibrium geometry.

Last column: Löwdin charge in e.
Cartesian coordinates (Å):
C -1.531 1.180 0.365  -0.591
O -2.660 1.567 -0.224  -0.355
C -1.186 -0.301 0.041  -0.210
C 0.111 -0.972 0.608  -0.179
C 1.401 -0.656 -0.102  -0.445
C 2.221 -1.654 -0.499  -0.023
N 1.684 0.688 -0.241  0.093
H -1.473 1.231 1.493  0.082
H -0.666 1.846 0.049  0.061
H -1.229 -0.479 -1.037  0.099
H -2.003 -0.870 0.504  0.091
H 0.230 -0.650 1.645  0.109
H -0.090 -2.036 0.570  0.090
H 3.239 -1.351 -0.756  0.027
H 1.907 -2.612 -0.875  0.029
H 0.880 1.295 -0.282  0.042
H 2.590 1.084 -0.070  0.080

## Properties
- Net charge: -1
- Max |F|: 1.79 eV/Å
- SMILES: C=C(N)CCC[O-]
- Relative energy (zero: lowest compared OMol25 entry of this formula, charge and spin): 0.8025 eV
- Orbital gap: 6.32 eV

The following is a DFT calculation (wB97M-V/def2-TZVPD) of a gas-phase ion, C5H10NO (charge -2) in a non-equilibrium geometry.

Last column: Mulliken spin population.
Cartesian coordinates (Å):
C 1.145 1.771 -0.381  0.063
O 0.691 2.567 0.604  -0.038
C 0.693 0.283 -0.197  -0.142
C -0.844 0.287 -0.173  1.187
C -1.519 -1.063 -0.113  2.096
C -0.985 -2.269 -0.432  0.752
N 1.314 -0.172 1.094  0.114
H 0.696 2.124 -1.365  -0.006
H 2.278 1.745 -0.509  0.014
H 1.106 -0.354 -1.004  -0.225
H -1.345 0.828 -0.981  -0.503
H -1.044 0.797 0.784  -0.096
H -2.624 -0.960 0.164  -0.340
H 0.073 -2.442 -0.271  -0.306
H -1.719 -3.104 -0.484  -1.509
H 0.626 -0.715 1.641  -0.045
H 1.457 0.677 1.621  -0.016

## Properties
- Spin multiplicity: 2
- Net charge: -2
- Max |F|: 2.50 eV/Å
- Relative energy (zero: lowest compared OMol25 entry of this formula, charge and spin): 0.5361 eV
- Orbital gap (spin up / spin down): 2.95 / 7.01 eV

The following is a DFT calculation (wB97M-V/def2-TZVPD) of 2 unconnected molecules or ions with the total composition C5H10NO in a non-equilibrium geometry.

Last column: Löwdin charge in e.
Cartesian coordinates (Å):
C -1.997 -0.457 -1.336  0.100
C -2.583 0.285 -0.575  -0.024
C 1.316 -0.431 -0.369  -0.203
C -3.499 0.897 0.327  -0.020
C 3.477 0.041 0.652  -0.019
N 2.106 -0.464 0.675  0.030
O 0.155 -0.847 -0.088  -0.008
H -1.882 -0.714 -2.332  0.100
H 1.635 0.011 -1.303  0.166
H -3.366 1.921 0.348  0.065
H -3.093 0.470 1.338  0.162
H -4.539 0.499 0.160  0.140
H 4.116 -0.735 0.362  0.073
H 3.518 0.872 -0.071  0.106
H 3.749 0.328 1.666  0.102
H 1.748 -0.874 1.485  0.142
H -0.861 -0.800 -0.938  0.087

## Properties
- Net charge: +1
- Max |F|: 3.62 eV/Å
- Relative energy (zero: lowest compared OMol25 entry of this formula, charge and spin): 3.8024 eV
- Orbital gap: 10.35 eV